Record 1
C7H13Cl9 | wB97M-V/def2-TZVPD

Cartesian coordinates (Å):
Cl: 10.1678 9.0061 27.3696
C: 10.3122 7.3943 28.0924
C: 9.4706 6.2524 27.4738
Cl: 9.8357 6.2555 25.7312
H: 10.0288 7.6033 29.1240
H: 11.3781 7.1959 27.9802
H: 8.3956 6.4322 27.4821
H: 9.6193 5.2441 27.8602
Cl: 14.1384 1.2368 25.3161
C: 13.9113 2.9145 24.7610
C: 12.5529 3.4216 25.1144
Cl: 11.1983 2.7130 24.2700
H: 13.9503 2.8064 23.6771
H: 14.7579 3.4856 25.1422
H: 12.4347 4.4783 24.8746
H: 12.2717 3.3481 26.1649
Cl: 12.1471 12.9368 26.6444
C: 12.4688 12.1461 25.0585
C: 13.6770 12.7127 24.3770
Cl: 13.3951 14.4037 23.8112
H: 11.5944 12.1358 24.4077
H: 12.5213 11.0668 25.2016
H: 13.7731 12.1338 23.4585
H: 14.6127 12.6658 24.9341
C: 13.6818 8.1427 26.0362
Cl: 14.1766 7.1151 27.3543
Cl: 13.0961 7.0305 24.7521
Cl: 14.9494 9.2293 25.4103
H: 12.8823 8.7934 26.3905

**Kohn-Sham gap (spin up / spin down)**: 2.7 / 9.2 eV
**LUMO (spin up / spin down)**: 2.7 / 2.7 eV
**2S+1**: 2
**Highest occupied orbital energy (spin up / spin down)**: 0.0 / -6.5 eV
**DFT total energy**: -4416.2218 Eh
**Total charge**: -1

These are the natural (NBO) partial charges, in e, on atoms 1 to 8: -0.059 -0.407 -0.393 -0.055 0.214 0.246 0.210 0.225

Record 2
C7H13ClN2O | wB97M-V/def2-TZVPD

Cartesian coordinates (Å):
C: 1.1379 0.2959 0.2633
C: 2.5263 -0.0265 0.5502
C: -2.3303 0.2053 -0.3501
C: 2.9454 -1.3426 0.3341
C: 3.4286 0.9461 1.2342
C: -3.2675 -1.9466 0.6165
C: -2.1478 2.0474 -2.2584
N: -2.6281 -0.5936 0.5750
N: -2.2445 0.9873 -1.2088
O: 0.1015 0.4025 0.7603
Cl: 1.5485 0.6164 -1.5287
H: 2.1203 -2.0320 0.5118
H: 3.2917 -1.6760 -0.6764
H: 3.8771 -1.4133 0.9532
H: 3.2006 0.8941 2.2231
H: 4.3389 0.6559 0.9401
H: 3.0826 2.0326 0.9802
H: -4.3707 -1.6769 0.5728
H: -2.8286 -2.3344 1.5228
H: -2.8822 -2.4220 -0.2753
H: -2.1078 2.9504 -1.7432
H: -3.1142 1.9139 -2.8233
H: -1.2678 1.8026 -2.7163
H: -2.4099 -0.2864 1.5430

**Kohn-Sham gap**: 7.7 eV
**LUMO**: -9.8 eV
**2S+1**: 1
**Highest occupied orbital energy**: -17.5 eV
**DFT total energy**: -918.6970 Eh
**Total charge**: +2

These are the natural (NBO) partial charges, in e, on atoms 1 to 8: 0.555 0.405 0.720 -0.773 -0.661 -0.379 -0.377 -0.610

Record 3
C7H13ClSi | wB97M-V/def2-TZVPD

Cartesian coordinates (Å):
C: -0.5660 0.5921 -0.4793
C: -1.2615 1.5144 -1.1171
C: -1.3328 -0.4163 0.3163
C: -0.7415 -1.7458 0.3079
C: 0.5851 -1.8927 1.1480
C: 1.7252 -1.2054 0.4088
C: 2.3821 1.8713 -0.7636
Si: 1.2562 0.4941 -0.3202
Cl: 0.5729 5.2177 -2.6378
H: -0.9467 2.4735 -1.4718
H: -2.3131 1.2975 -1.2957
H: -1.4615 0.0637 1.2540
H: -2.3981 -0.5069 -0.0136
H: -1.5817 -2.4018 0.7001
H: -0.4790 -1.8597 -0.8421
H: 0.2680 -1.4152 2.0868
H: 0.8650 -2.9027 1.4746
H: 2.5236 -0.8543 1.1795
H: 2.2577 -1.8697 -0.3408
H: 3.2976 1.7549 -0.2032
H: 2.7904 1.9733 -1.7374
H: 1.9699 2.9339 -0.5062

**Kohn-Sham gap**: 3.7 eV
**LUMO**: -2.7 eV
**2S+1**: 1
**Highest occupied orbital energy**: -6.4 eV
**DFT total energy**: -1024.0595 Eh

These are the natural (NBO) partial charges, in e, on atoms 1 to 8: -0.621 -0.160 -0.448 -0.389 -0.420 -0.939 -1.252 1.934

Record 4
C7H13F6I2MgN6O4S2 | wB97M-V/def2-TZVPD

Cartesian coordinates (Å):
Mg: -0.8543 -0.4285 0.7568
C: 4.4124 -0.2653 -0.7486
N: 3.0687 0.2978 -0.8131
C: 2.9237 1.6468 -1.3529
C: 1.9773 -0.3258 -0.3298
N: 0.8394 0.2516 -0.1183
N: 2.1419 -1.6899 -0.0967
C: 1.2295 -2.6055 0.3993
N: 1.7025 -3.8702 0.4178
N: 0.0490 -2.2706 0.7993
H: 5.1251 0.5516 -0.6689
H: 4.6595 -0.8455 -1.6418
H: 4.5384 -0.8771 0.1433
H: 3.7748 1.8528 -1.9959
H: 2.8887 2.4010 -0.5631
H: 2.0200 1.7169 -1.9577
H: 0.8901 1.2541 -0.2568
H: 2.9766 -2.0891 -0.4887
H: 2.6275 -4.1108 0.1114
H: 1.1119 -4.6203 0.7297
H: -0.4806 -3.0749 1.1173
F: -3.3566 3.9976 0.2146
C: -3.7235 2.7865 -0.1788
F: -4.4142 2.1924 0.7805
F: -4.4468 2.8619 -1.2806
S: -2.1774 1.8256 -0.5215
O: -1.6314 1.5550 0.8274
O: -1.3727 2.6005 -1.3995
N: -2.5698 0.4482 -1.1711
S: -3.4648 -0.6865 -0.5276
O: -2.7719 -1.2122 0.6705
O: -4.8572 -0.4458 -0.4112
C: -3.1927 -1.9916 -1.8069
F: -1.8822 -2.2299 -1.9063
F: -3.6628 -1.6038 -2.9727
F: -3.8060 -3.0933 -1.4076
I: -0.4977 0.0639 3.7331
C: -0.2034 2.1711 3.5799
I: 1.6741 2.7639 2.8123
H: -0.2802 2.5531 4.5895
H: -0.9850 2.5443 2.9336

**Kohn-Sham gap**: 9.4 eV
**LUMO**: -3.0 eV
**2S+1**: 1
**Highest occupied orbital energy**: -12.4 eV
**DFT total energy**: -3095.0297 Eh
**Total charge**: +1

These are the natural (NBO) partial charges, in e, on atoms 1 to 8: 1.731 -0.429 -0.403 -0.425 0.664 -0.986 -0.609 0.655